Entry 1:
175
Properties=species:S:1:pos:R:3:lowdin_charge:R:1 method="wB97M-V/def2-TZVPD" energy_ev=-92854.3209 e_lumo_ev=-1.73 charge=+1
C 0.54102 0.99250 5.47286 -0.10
C 0.20469 -0.45130 5.03851 -0.25
C -1.26248 -0.83836 5.29566 -0.19
C -2.16945 -0.29187 4.16642 -0.19
C -2.16865 -1.31267 3.02768 -0.17
C -3.03349 -1.18378 1.75039 -0.12
C -3.84623 0.05096 1.30517 -0.22
C -4.25645 1.14563 2.29819 -0.04
C -3.28152 2.30913 2.46759 -0.24
O -3.87836 3.57816 2.20845 -0.02
C -4.55375 4.08081 3.30365 -0.48
O -3.92971 4.54557 4.20312 0.16
C -6.01888 4.02339 3.28739 -0.14
C -6.69875 4.18407 4.50434 0.00
C -8.09121 4.14560 4.53831 -0.07
C -8.83128 3.95490 3.36595 -0.05
C -8.14978 3.80962 2.15278 -0.05
C -6.75701 3.84834 2.11354 -0.08
N -2.04758 2.21920 1.66653 0.07
C -1.23834 3.45409 1.90641 -0.15
N -0.93934 3.53748 3.32327 0.09
C -2.20476 1.84364 0.21576 -0.29
C -0.83115 1.42267 -0.31324 -0.11
C -0.18175 0.17910 0.33512 -0.14
C 0.09540 -1.00796 -0.59978 -0.17
C 0.04166 -2.34646 0.11925 -0.21
N 0.91337 -3.30062 -0.59358 0.03
C 0.69513 -4.65524 -0.17911 -0.49
C -0.69369 -5.21847 -0.18620 -0.01
O 1.62444 -5.33549 0.14212 0.11
C -2.66266 3.05592 -0.63713 -0.07
C -1.60745 3.98836 -1.21261 -0.16
O -2.28538 5.20475 -1.58857 -0.04
C -1.52892 6.30437 -1.34603 -0.34
O -1.49230 6.79742 -0.27230 0.11
C -3.35736 0.80047 0.03100 -0.24
C -3.22131 -0.11032 -1.17720 -0.02
H 0.59634 1.63196 4.59931 0.03
H 1.51820 1.02617 5.94025 0.07
H -0.22551 1.37873 6.13706 0.07
H 0.43260 -0.52860 3.97542 0.09
H 0.87718 -1.15468 5.52005 0.10
H -1.52908 -0.39748 6.25045 0.11
H -1.29356 -1.92337 5.29875 0.11
H -3.16329 -0.22236 4.60214 0.11
H -1.75960 0.68867 3.92801 0.08
H -2.40455 -2.26354 3.48923 0.09
H -1.12643 -1.44203 2.73673 0.08
H -2.37898 -1.41949 0.92120 0.06
H -3.70651 -2.03263 1.74603 0.09
H -4.80332 -0.33271 0.96349 0.14
H -4.51424 0.74727 3.27111 0.12
H -5.17799 1.56819 1.91536 0.12
H -2.98999 2.33361 3.51141 0.14
H -6.16006 4.33623 5.42461 0.12
H -8.63520 4.27813 5.46030 0.10
H -9.90657 3.94182 3.40474 0.10
H -8.72636 3.66646 1.25256 0.11
H -6.26371 3.73010 1.15966 0.12
H -1.50460 1.45185 2.08203 0.16
H -0.30252 3.41731 1.36703 0.10
H -1.75522 4.33286 1.54478 0.13
H -1.48854 4.27870 3.74767 0.08
H 0.02167 3.83392 3.43349 0.09
H -0.85334 1.28301 -1.38664 0.13
H -0.10762 2.21069 -0.13037 0.07
H 0.80519 0.46728 0.69003 0.12
H -0.71965 -0.13572 1.22978 0.08
H 1.12455 -0.90551 -0.94119 0.11
H -0.51862 -0.99638 -1.49601 0.11
H 0.37315 -2.24750 1.14776 0.12
H -0.98957 -2.70963 0.08386 0.10
H 0.63996 -3.24140 -1.57416 0.11
H -0.68933 -6.26961 -0.43397 0.09
H -1.13707 -5.06704 0.79858 0.08
H -1.32538 -4.68374 -0.88505 0.06
H -3.39262 3.65842 -0.09828 0.13
H -3.19605 2.64053 -1.48470 0.13
H -1.15963 3.54735 -2.10094 0.14
H -0.77695 4.20707 -0.55241 0.09
H -0.97699 6.72295 -2.19040 0.15
H -4.23607 1.40732 -0.18381 0.13
H -4.22737 -0.34430 -1.51787 0.10
H -2.73764 -1.05940 -0.98052 0.07
H -2.74835 0.38023 -2.02091 0.09
C 0.53168 -5.39786 -5.26688 -0.02
C -0.36833 -5.63642 -4.08123 -0.48
O -0.40822 -4.86301 -3.14884 0.05
C -1.21545 -6.88245 -4.10508 -0.01
H 1.08535 -4.47258 -5.12331 0.08
H 1.23768 -6.22267 -5.37132 0.09
H -0.06362 -5.32096 -6.17779 0.09
H -0.57786 -7.76545 -4.16348 0.09
H -1.88061 -6.86540 -4.96947 0.09
H -1.81281 -6.93517 -3.19779 0.08
C -6.14784 8.05234 0.71546 0.00
C -5.76800 6.66671 1.17629 -0.42
O -6.52376 5.72867 1.06445 0.05
C -4.39722 6.49983 1.78356 0.03
H -7.15245 8.03323 0.30023 0.09
H -6.12253 8.74651 1.55663 0.09
H -5.45088 8.39555 -0.05062 0.09
H -4.29832 7.12480 2.67270 0.11
H -3.62623 6.77532 1.06222 0.08
H -4.26008 5.45814 2.06558 0.04
C 5.45267 -0.64167 -2.47750 -0.03
C 4.68178 -0.91384 -1.21048 -0.50
O 4.61225 -0.09892 -0.31416 0.04
C 3.99267 -2.25275 -1.11839 -0.03
H 5.90142 0.34930 -2.42302 0.08
H 6.24018 -1.38370 -2.60269 0.09
H 4.78860 -0.68676 -3.33494 0.06
H 4.72398 -3.05887 -1.19224 0.09
H 3.26671 -2.34902 -1.92546 0.08
H 3.47170 -2.33476 -0.16961 0.07
C 4.89361 -0.35012 -6.90338 -0.01
C 4.78243 -1.73955 -6.32032 -0.49
O 5.22851 -2.00161 -5.22637 0.05
C 4.09168 -2.77873 -7.16653 -0.01
H 5.40967 0.29963 -6.19979 0.08
H 5.45529 -0.38058 -7.83822 0.07
H 3.89943 0.05372 -7.10027 0.09
H 4.62366 -2.91079 -8.11085 0.08
H 3.06491 -2.47092 -7.37180 0.09
H 4.07826 -3.72791 -6.63584 0.08
C -3.62508 -6.39174 3.57263 -0.01
C -4.16416 -4.98895 3.46325 -0.48
O -3.61780 -4.15140 2.77761 0.05
C -5.41424 -4.67258 4.24505 -0.02
H -2.72804 -6.48718 2.96523 0.08
H -3.37778 -6.61700 4.61094 0.09
H -4.37018 -7.10684 3.22163 0.09
H -5.23808 -4.82925 5.31012 0.09
H -6.23095 -5.31870 3.92089 0.09
H -5.69506 -3.63460 4.07966 0.08
C 2.68144 5.52303 0.04311 0.00
C 2.47247 4.10105 0.48541 -0.45
O 1.50982 3.45454 0.10523 0.02
C 3.49572 3.51272 1.40914 -0.01
H 1.87308 5.82579 -0.62044 0.07
H 2.69938 6.18396 0.91005 0.10
H 3.63138 5.60757 -0.48379 0.08
H 3.54520 4.09604 2.32902 0.09
H 4.47388 3.52074 0.93611 0.08
H 3.22420 2.48538 1.64742 0.08
C 2.51121 -7.75580 1.91390 -0.03
C 2.23960 -9.12173 2.49433 -0.51
O 1.29353 -9.78524 2.13643 0.06
C 3.20144 -9.62611 3.54528 -0.03
H 1.75508 -7.51479 1.17587 0.06
H 2.48807 -7.00173 2.70238 0.09
H 3.49059 -7.73952 1.43342 0.09
H 3.20942 -8.94884 4.40064 0.08
H 4.20868 -9.68809 3.13093 0.08
H 2.89219 -10.61453 3.87714 0.08
C 8.33686 5.06917 1.23007 -0.02
C 6.97936 5.56903 0.80828 -0.49
O 5.98028 5.29273 1.43584 0.05
C 6.92443 6.42937 -0.43049 -0.02
H 8.23870 4.46627 2.12936 0.08
H 8.77330 4.45942 0.43771 0.09
H 8.99786 5.91219 1.43587 0.09
H 7.30495 5.87357 -1.28864 0.09
H 7.53014 7.32524 -0.28994 0.09
H 5.89610 6.72577 -0.62516 0.07
C 7.44552 -1.86324 -10.54789 -0.02
C 7.28522 -3.22487 -9.91298 -0.51
O 6.38845 -3.96887 -10.23415 0.06
C 8.29434 -3.61367 -8.85932 -0.02
H 6.65911 -1.71306 -11.28386 0.08
H 7.37615 -1.08332 -9.78731 0.07
H 8.41430 -1.79248 -11.04387 0.09
H 8.25953 -2.90858 -8.02665 0.08
H 9.29875 -3.61549 -9.28480 0.09
H 8.06439 -4.60993 -8.48952 0.08

Entry 2:
80
Properties=species:S:1:pos:R:3:lowdin_charge:R:1 method="wB97M-V/def2-TZVPD" energy_ev=-83964.1572 e_lumo_ev=-3.73 charge=+1
C -0.29686 -6.50520 1.41199 -0.08
C -0.52659 -6.57644 -0.14555 -0.38
C -2.01594 -6.17939 -0.58315 -0.06
C 0.55039 -5.81067 -1.01725 -0.30
C 1.74234 -6.80326 -1.31815 -0.07
C 0.98786 -4.41224 -0.43978 -0.11
O 0.98959 -3.36409 -1.44151 -0.02
C 2.19277 -3.18391 -2.02663 -0.18
C 3.54267 -3.53385 -1.68512 0.06
N 4.36191 -2.99712 -2.72738 0.15
C 3.57136 -2.35041 -3.64418 -0.10
C 3.99665 -1.57669 -4.92514 -0.07
O 5.43755 -1.55259 -5.06411 -0.09
N 5.74992 -2.81709 -5.59200 -0.03
O 6.80234 -3.16955 -5.22640 0.11
N 2.26207 -2.46019 -3.23976 -0.02
O 1.12999 -2.00199 -3.81257 0.13
H -0.97107 -7.17922 2.00374 0.09
H -0.54116 -5.45587 1.76894 0.08
H 0.79381 -6.65300 1.62299 0.08
H -0.43556 -7.66762 -0.42736 0.13
H -2.06653 -5.16990 -1.06939 0.07
H -2.31549 -6.91930 -1.38529 0.09
H -2.75136 -6.32374 0.24974 0.08
H 0.05338 -5.59923 -2.01431 0.15
H 1.35138 -7.82230 -1.60703 0.09
H 2.35627 -6.92850 -0.38522 0.09
H 2.35799 -6.46418 -2.20388 0.08
H 0.19512 -4.11813 0.30907 0.13
H 1.93668 -4.51074 0.14762 0.13
H 3.86498 -4.09139 -0.78568 0.14
H 5.38424 -3.04237 -2.77931 0.18
H 3.59564 -2.09742 -5.83413 0.15
H 3.59180 -0.52456 -4.94594 0.16
H 0.88079 -1.14044 -3.40295 0.17
O -1.51076 0.54070 -1.94349 -0.29
S -1.64839 0.18447 -0.55736 0.59
O -2.83749 0.48077 0.18201 -0.26
O -0.37944 0.73700 0.25385 -0.27
C -0.05187 2.13389 0.14553 -0.25
C -0.95872 2.98517 1.00825 -0.06
C -1.28271 -1.53389 -0.37999 -0.12
H -0.07969 2.45805 -0.89808 0.12
H 0.97827 2.24289 0.48846 0.10
H -1.98184 2.97552 0.62923 0.06
H -0.61424 4.01967 1.02426 0.09
H -0.98939 2.60523 2.03149 0.09
H -0.34806 -1.74479 -0.89235 0.04
H -2.09560 -2.10051 -0.83340 0.08
H -1.20933 -1.77287 0.67985 0.08
O -6.39442 4.76916 1.74737 -0.27
S -5.43263 4.50000 0.71904 0.59
O -4.04281 4.80870 0.88740 -0.28
O -5.94375 5.15088 -0.65810 -0.26
C -6.28980 6.54086 -0.66650 -0.26
C -5.05851 7.42503 -0.72339 -0.08
C -5.57962 2.80781 0.22858 -0.12
H -6.91445 6.78794 0.19545 0.12
H -6.89363 6.70683 -1.55978 0.12
H -4.48290 7.35613 0.20106 0.07
H -5.34244 8.46885 -0.86855 0.08
H -4.39994 7.11838 -1.53830 0.08
H -6.62830 2.58720 0.03941 0.08
H -5.20671 2.18753 1.04246 0.07
H -4.98059 2.64694 -0.66584 0.07
O 2.21487 3.77722 2.19186 -0.29
S 2.07890 3.42772 3.57893 0.58
O 0.88971 3.72372 4.31799 -0.27
O 3.34593 3.98885 4.38538 -0.26
C 3.66800 5.38168 4.26669 -0.26
C 2.76042 6.24197 5.12485 -0.07
C 2.44459 1.70885 3.76805 -0.12
H 3.63831 5.69654 3.22063 0.12
H 4.69813 5.49378 4.60743 0.12
H 1.73627 6.22921 4.74847 0.07
H 3.10626 7.27697 5.13020 0.08
H 2.73262 5.87048 6.15076 0.09
H 3.38069 1.48992 3.25788 0.07
H 1.62933 1.14298 3.31792 0.07
H 2.51679 1.47919 4.82945 0.08

Entry 3:
25
Properties=species:S:1:pos:R:3:lowdin_charge:R:1 method="wB97M-V/def2-TZVPD" relative_energy_kcal_mol=207.6 energy_ev=-130562.5793 e_lumo_ev=0.25
C 2.76212 -0.93411 -1.10339 -1.16
Cl 4.04702 -1.11877 0.05589 0.55
Cl 3.33094 0.19243 -2.37854 0.46
H 2.55596 -1.92237 -1.51441 0.04
H 1.81082 -0.58258 -0.70396 -0.36
C 0.20145 2.10627 -1.30033 -1.13
Cl 0.14136 3.81693 -1.92115 0.49
Cl 1.78175 1.50203 -1.05282 0.55
H -0.54160 1.89141 -0.53233 -0.10
H -0.25561 1.50706 -2.08782 -0.15
C -0.97720 -0.28009 0.68428 -0.92
Cl -2.11799 -1.30491 -0.15952 0.57
Cl 0.67619 -0.72149 0.08649 0.67
H -1.17013 0.73946 0.35053 -0.06
H -1.05553 -0.43960 1.75970 -0.02
C 0.64181 -1.78004 3.36361 -1.00
Cl -0.53681 -2.41464 2.23675 0.57
Cl 0.05251 -1.72874 5.03533 0.53
H 1.58792 -2.31807 3.30452 0.04
H 0.78989 -0.76565 2.99321 0.01
C -2.87747 0.86536 -1.45956 -0.91
Cl -2.60269 2.31661 -0.47996 0.65
Cl -1.36642 0.22171 -2.02843 0.66
H -3.32777 0.07639 -0.85717 -0.05
H -3.55040 1.07540 -2.29092 0.05

Entry 4:
40
Properties=species:S:1:pos:R:3:lowdin_charge:R:1 method="wB97M-V/def2-TZVPD" relative_energy_kcal_mol=83.7 energy_ev=-43611.3582 e_lumo_ev=-0.22
O 2.42243 -1.72818 -0.01755 0.09
C 1.32463 -2.23048 0.02393 -0.46
N 0.26611 -1.73250 0.72903 0.14
C 0.20475 -0.58791 1.51621 -0.20
C 1.29578 0.24833 1.72769 0.06
C 1.14841 1.33713 2.57355 -0.19
C -0.04816 1.61882 3.21766 -0.04
C -1.13678 0.80265 2.97070 -0.06
C -1.01473 -0.28549 2.12740 0.00
H -1.86922 -0.91818 1.93653 0.12
H -2.08538 1.01407 3.43878 0.11
H -0.11228 2.47248 3.87329 0.11
N 2.26852 2.22570 2.76299 -0.37
O 3.14926 2.20037 1.93166 0.08
O 2.25319 2.94921 3.73480 0.08
H 2.24513 0.05391 1.25471 0.12
H -0.62603 -2.19360 0.59258 0.13
C 0.97318 -3.50278 -0.74063 -0.08
H 1.86424 -4.12833 -0.79102 0.13
H 0.17518 -4.04776 -0.23622 0.12
C 0.53581 -3.13986 -2.16654 -0.06
C -0.62275 -2.16803 -2.12657 -0.49
O -1.54619 -2.23380 -1.35218 0.10
O -0.48017 -1.21200 -3.03715 0.02
C -1.41825 -0.13593 -2.99564 -0.10
C -1.04886 0.87046 -1.93421 -0.20
C 0.28674 1.16547 -1.68785 -0.01
C 0.63882 2.11817 -0.74979 -0.09
C -0.35953 2.78772 -0.05998 -0.65
C -1.69510 2.48548 -0.27213 -0.10
C -2.03381 1.52371 -1.20625 -0.03
H -3.07358 1.28823 -1.37641 0.12
H -2.46021 3.00336 0.28385 0.11
Cl 0.06390 4.02428 1.07026 0.75
H 1.67666 2.34586 -0.56406 0.11
H 1.05919 0.64754 -2.23585 0.13
H -1.37422 0.31934 -3.98906 0.14
H -2.42231 -0.53294 -2.81480 0.13
H 1.35690 -2.68243 -2.71781 0.13
H 0.21874 -4.04208 -2.69391 0.13